# C38H75N6O13P2

4 unconnected molecules or ions with the total composition C38H75N6O13P2 in a non-equilibrium geometry (ωB97M-V/def2-TZVPD, the Open Molecules 2025 dataset).

Computed properties:
ΔE to the lowest compared entry with this formula, charge and spin = 35.5 kcal per mole
Multiplicity = 1
Net charge = +1

Structure (XYZ):
```
134
C38H75N6O13P2 ωB97M-V/def2-TZVPD
C -1.009 -3.077 0.443
C -1.551 -1.699 -0.012
C -3.071 -1.576 0.102
C -3.889 -2.723 -0.558
C -5.013 -2.178 -1.456
N -5.815 -1.160 -0.762
C -7.261 -1.320 -0.975
C -7.890 0.049 -1.096
C -8.541 0.638 -0.042
C -9.061 1.891 -0.169
C -8.962 2.593 -1.337
C -8.335 2.000 -2.405
C -7.808 0.757 -2.277
O -7.151 0.180 -3.363
C -1.013 -1.417 -1.462
C -1.493 -2.312 -2.627
C -0.509 -2.412 -3.822
C 0.261 -1.144 -4.145
N 1.378 -0.677 -3.408
O -0.086 -0.493 -5.122
C -1.249 0.088 -1.526
C -1.621 0.953 -2.670
C -0.722 2.184 -2.857
O -1.574 3.194 -3.385
C -0.872 4.363 -3.675
O -1.014 5.339 -2.990
N -1.063 0.530 -0.329
C -0.755 -0.515 0.653
C 0.759 -0.765 0.893
C 1.577 0.541 0.946
C 2.222 0.936 -0.411
C 2.311 2.481 -0.462
N 2.775 3.030 -1.732
C 4.196 2.988 -1.983
N 4.677 3.678 -2.933
N 5.092 2.176 -1.240
P -1.449 -0.196 2.394
P -1.098 1.878 2.889
O 0.216 2.158 3.461
O -1.404 2.824 1.621
O -2.207 2.256 4.010
H -1.815 -3.804 0.560
H -0.334 -3.504 -0.299
H -0.524 -3.021 1.418
H -3.422 -0.643 -0.355
H -3.399 -1.513 1.136
H -4.411 -3.254 0.243
H -3.292 -3.474 -1.072
H -5.679 -3.030 -1.623
H -4.643 -1.857 -2.439
H -5.573 -0.262 -1.163
H -7.490 -1.884 -1.890
H -7.745 -1.846 -0.149
H -8.620 0.082 0.885
H -9.555 2.324 0.693
H -9.373 3.590 -1.401
H -8.277 2.547 -3.337
H -7.618 -0.642 -3.552
H 0.081 -1.491 -1.505
H -1.586 -3.315 -2.217
H -2.462 -1.933 -2.956
H 0.192 -3.248 -3.731
H -1.103 -2.620 -4.709
H 1.624 0.274 -3.653
H 2.194 -1.259 -3.605
H -2.621 1.346 -2.428
H -1.759 0.385 -3.586
H -0.278 2.515 -1.911
H 0.046 1.970 -3.612
H -0.205 4.337 -4.553
H -1.150 1.535 -0.171
H 0.914 -1.276 1.839
H 1.215 -1.407 0.133
H 2.393 0.381 1.652
H 1.021 1.410 1.305
H 1.618 0.551 -1.237
H 3.232 0.530 -0.420
H 2.922 2.812 0.380
H 1.302 2.858 -0.245
H 2.252 2.633 -2.500
H 3.910 4.192 -3.369
H 4.948 2.223 -0.241
H 5.123 1.224 -1.575
H -0.678 -0.901 3.341
H -1.679 3.710 1.897
H -2.859 1.537 3.966
C 6.153 -4.196 3.155
O 6.937 -3.017 3.120
C 6.852 -2.328 1.883
C 5.956 -1.113 1.991
O 4.593 -1.483 2.184
C 4.175 -1.316 3.531
H 6.148 -4.562 4.181
H 5.123 -4.005 2.844
H 6.594 -4.965 2.512
H 6.503 -2.994 1.088
H 7.863 -1.996 1.630
H 6.006 -0.556 1.049
H 6.297 -0.452 2.792
H 4.101 -0.250 3.773
H 4.859 -1.803 4.228
H 3.188 -1.767 3.639
C 6.545 0.397 -6.186
O 6.708 -0.940 -6.633
C 6.640 -1.890 -5.582
C 5.306 -2.603 -5.568
O 4.247 -1.720 -5.200
C 3.471 -1.308 -6.320
H 6.445 1.032 -7.064
H 5.652 0.509 -5.566
H 7.425 0.719 -5.621
H 6.835 -1.416 -4.615
H 7.428 -2.627 -5.763
H 5.339 -3.396 -4.815
H 5.105 -3.067 -6.537
H 2.874 -2.149 -6.688
H 4.096 -0.927 -7.129
H 2.796 -0.519 -5.988
C -1.328 1.971 6.887
O -0.704 1.311 7.975
C -0.297 2.207 9.003
C -1.245 2.165 10.181
O -2.515 2.706 9.846
C -3.501 1.712 9.637
H -1.751 1.209 6.236
H -2.131 2.631 7.223
H -0.590 2.545 6.319
H -0.210 3.226 8.617
H 0.693 1.883 9.336
H -0.834 2.786 10.983
H -1.343 1.144 10.562
H -3.770 1.236 10.586
H -3.161 0.951 8.929
H -4.386 2.200 9.230
```

# C38H76Cl58N3OS2

30 unconnected molecules or ions with the total composition C38H76Cl58N3OS2 in a non-equilibrium geometry (ωB97M-V/def2-TZVPD, the Open Molecules 2025 dataset).

Computed properties:
Multiplicity = 1
Net charge = +1

Structure (XYZ):
```
178
C38H76Cl58N3OS2 ωB97M-V/def2-TZVPD
N -0.272 -2.075 -3.598
C 0.620 -1.355 -4.547
C 0.946 0.110 -4.098
C 2.320 0.100 -3.369
O 2.738 1.454 -3.196
C 1.881 2.178 -2.371
N 2.064 1.876 -0.904
C 1.987 2.883 -0.246
S 1.677 4.136 0.665
C 0.354 2.066 -2.709
N -0.084 0.719 -3.192
C -1.356 0.870 -3.958
C -2.474 1.687 -3.236
C -2.765 1.277 -1.754
S -2.660 -0.513 -1.381
H -1.085 -2.375 -4.140
H 0.208 -2.956 -3.392
H 0.193 -1.351 -5.572
H 1.582 -1.915 -4.613
H 1.023 0.781 -4.978
H 2.268 -0.478 -2.421
H 3.034 -0.370 -4.066
H 2.154 3.244 -2.514
H -0.191 2.285 -1.769
H 0.079 2.879 -3.409
H -0.164 0.106 -2.365
H -1.102 1.435 -4.882
H -1.791 -0.083 -4.295
H -3.403 1.506 -3.819
H -2.292 2.778 -3.266
H -2.155 1.844 -1.021
H -3.812 1.584 -1.546
H -2.830 -1.242 -2.516
C -2.016 4.877 2.472
Cl -2.256 6.489 1.789
Cl -3.011 3.675 1.637
H -0.969 4.603 2.368
H -2.291 4.895 3.522
C 3.760 3.283 4.098
Cl 3.407 1.878 5.107
Cl 3.050 4.760 4.754
H 4.836 3.409 4.035
H 3.348 3.109 3.108
C 6.319 4.798 1.360
Cl 6.625 3.169 1.970
Cl 6.299 5.984 2.667
H 7.103 5.062 0.657
H 5.354 4.811 0.861
C 2.507 -0.718 1.557
Cl 1.852 -0.729 3.203
Cl 4.271 -0.809 1.568
H 2.114 -1.569 1.011
H 2.205 0.201 1.065
C 4.583 0.181 8.459
Cl 3.895 0.217 10.090
Cl 6.343 0.066 8.500
H 4.187 -0.682 7.931
H 4.302 1.095 7.941
C -6.043 -1.117 0.707
Cl -6.367 0.397 -0.147
Cl -7.001 -2.449 0.052
H -4.990 -1.358 0.602
H -6.292 -0.987 1.756
C 5.930 -1.268 4.750
Cl 6.246 0.291 3.987
Cl 7.163 -1.657 5.955
H 4.962 -1.225 5.242
H 5.923 -2.040 3.986
C 0.973 -4.255 2.005
Cl 0.903 -3.768 0.301
Cl 1.762 -5.822 2.172
H 1.533 -3.514 2.567
H -0.039 -4.326 2.393
C 1.801 3.142 9.499
Cl 1.818 2.557 7.831
Cl 3.353 3.872 9.922
H 1.017 3.885 9.607
H 1.614 2.304 10.164
C -9.073 -4.608 -2.987
Cl -8.986 -4.636 -1.222
Cl -7.595 -5.243 -3.718
H -9.912 -5.217 -3.306
H -9.213 -3.582 -3.314
C 5.136 -2.340 12.409
Cl 4.448 -2.304 14.038
Cl 6.899 -2.446 12.453
H 4.745 -3.205 11.883
H 4.853 -1.430 11.890
C 4.341 -3.578 -4.683
Cl 4.688 -1.923 -5.193
Cl 2.607 -3.920 -4.788
H 4.876 -4.267 -5.329
H 4.665 -3.706 -3.655
C 0.670 -7.464 -0.819
Cl 0.599 -6.945 -2.510
Cl 1.455 -9.041 -0.661
H 1.234 -6.732 -0.252
H -0.341 -7.534 -0.429
C -8.446 4.019 -1.096
Cl -8.398 3.999 0.669
Cl -6.971 3.335 -1.791
H -9.295 3.432 -1.432
H -8.548 5.047 -1.434
C 9.859 -4.106 4.786
Cl 9.897 -4.720 3.126
Cl 11.400 -3.374 5.239
H 9.078 -3.356 4.864
H 9.650 -4.932 5.459
C -8.120 3.951 -5.884
Cl -8.782 4.204 -4.266
Cl -6.349 3.919 -5.862
H -8.483 3.001 -6.268
H -8.447 4.760 -6.526
C 6.308 4.929 7.660
Cl 6.235 5.295 5.931
Cl 7.094 3.372 7.943
H 6.870 5.709 8.164
H 5.296 4.887 8.053
C -8.968 6.238 -9.924
Cl -8.631 4.747 -9.031
Cl -9.073 7.626 -8.837
H -8.167 6.410 -10.636
H -9.913 6.128 -10.448
C -1.986 -10.692 0.271
Cl -2.127 -8.986 0.724
Cl -3.565 -11.481 0.238
H -1.539 -10.756 -0.716
H -1.356 -11.196 0.998
C -6.719 7.707 -4.760
Cl -8.107 8.792 -4.904
Cl -6.933 6.550 -3.441
H -6.606 7.158 -5.691
H -5.830 8.299 -4.568
C -1.736 -8.152 4.419
Cl -1.423 -6.531 3.780
Cl -0.507 -8.630 5.593
H -2.707 -8.154 4.904
H -1.730 -8.858 3.595
C -4.992 1.433 -8.395
Cl -6.387 2.501 -8.560
Cl -5.214 0.268 -7.079
H -4.853 0.891 -9.324
H -4.115 2.037 -8.182
C 10.922 -2.375 0.381
Cl 10.962 -2.982 -1.280
Cl 12.466 -1.648 0.842
H 10.143 -1.622 0.461
H 10.712 -3.201 1.052
C -12.753 7.574 -9.757
Cl -13.308 6.239 -10.774
Cl -11.525 8.544 -10.576
H -13.599 8.210 -9.517
H -12.325 7.166 -8.846
C 2.494 1.660 -7.899
Cl 2.872 0.148 -7.061
Cl 2.430 3.020 -6.770
H 3.263 1.852 -8.640
H 1.528 1.561 -8.383
C -2.467 -7.436 -5.347
Cl -1.817 -8.965 -4.753
Cl -1.185 -6.237 -5.589
H -2.964 -7.610 -6.296
H -3.175 -7.049 -4.621
C -10.488 -6.352 1.686
Cl -10.687 -8.102 1.554
Cl -9.380 -5.923 2.996
H -10.086 -5.974 0.752
H -11.456 -5.902 1.884
C 11.848 1.725 1.555
Cl 12.241 3.428 1.294
Cl 10.112 1.429 1.381
H 12.380 1.125 0.824
H 12.152 1.443 2.558
C 6.318 4.367 12.745
Cl 5.461 2.970 12.089
Cl 5.999 5.825 11.793
H 5.988 4.536 13.765
H 7.384 4.165 12.728
```

# C38H76F4NbO8

A molecular structure, C38H76F4NbO8 in a non-equilibrium geometry (ωB97M-V/def2-TZVPD, the Open Molecules 2025 dataset).

Computed properties:
Multiplicity = 1
Net charge = -1

Structure (XYZ):
```
127
C38H76F4NbO8 ωB97M-V/def2-TZVPD
C 5.156 -2.356 1.766
C 5.327 -2.136 0.276
O 5.166 -3.026 -0.450
O 5.696 -0.929 -0.230
C 4.928 0.207 0.209
C 4.397 1.033 -0.951
C 3.426 0.312 -1.910
C 2.422 -0.565 -1.132
C 1.085 -0.784 -1.853
Nb -0.445 -1.678 -0.358
C 1.145 -2.316 1.132
C -0.177 -3.732 -1.353
C -0.433 -4.906 -0.376
C 0.754 -5.801 -0.103
F 0.842 -6.047 1.217
F 1.914 -5.319 -0.435
F 0.628 -6.996 -0.661
C -0.664 0.425 0.494
C -0.524 0.576 2.012
C 0.867 1.074 2.435
F -0.898 -0.546 2.740
H 4.304 -3.011 1.877
H 6.047 -2.819 2.176
H 4.888 -1.444 2.289
H 5.618 0.860 0.755
H 4.147 -0.034 0.918
H 3.834 1.850 -0.492
H 5.245 1.499 -1.457
H 2.897 1.046 -2.513
H 4.012 -0.296 -2.603
H 2.880 -1.537 -0.974
H 2.218 -0.048 -0.196
H 1.189 -1.420 -2.734
H 0.657 0.179 -2.153
H -1.740 -1.346 -1.608
H -1.717 -2.388 0.744
H 0.685 -2.926 1.917
H 1.693 -1.499 1.609
H 1.893 -2.967 0.672
H 0.807 -3.744 -1.823
H -0.897 -3.793 -2.165
H -0.852 -4.583 0.569
H -1.197 -5.541 -0.824
H 0.068 1.073 0.012
H -1.653 0.808 0.222
H -1.214 1.371 2.311
H 1.466 1.386 1.585
H 0.772 1.942 3.083
H 1.395 0.293 2.978
C -0.914 -6.140 -6.104
C -2.425 -6.154 -5.917
C -2.593 -5.240 -4.710
O -1.531 -4.289 -4.768
C -0.570 -4.704 -5.739
H -0.591 -6.412 -7.109
H -0.445 -6.829 -5.397
H -2.914 -5.716 -6.791
H -2.841 -7.149 -5.758
H -2.501 -5.799 -3.772
H -3.549 -4.715 -4.707
H -0.656 -4.042 -6.609
H 0.433 -4.601 -5.323
C -5.972 3.401 0.810
C -4.809 4.243 1.319
C -3.646 3.267 1.196
O -3.947 2.412 0.093
C -5.307 2.594 -0.296
H -6.820 3.988 0.457
H -6.323 2.735 1.602
H -4.652 5.100 0.659
H -4.945 4.616 2.334
H -3.550 2.646 2.093
H -2.692 3.766 1.017
H -5.321 3.138 -1.248
H -5.774 1.620 -0.448
C 0.923 -0.995 -7.979
C -0.588 -1.015 -7.786
C -0.757 -0.104 -6.580
O 0.306 0.855 -6.642
C 1.263 0.443 -7.617
H 1.243 -1.266 -8.986
H 1.397 -1.682 -7.274
H -1.080 -0.579 -8.660
H -0.999 -2.010 -7.626
H -0.659 -0.663 -5.644
H -1.716 0.415 -6.576
H 1.170 1.104 -8.488
H 2.268 0.550 -7.206
C -6.079 -3.863 1.708
C -5.295 -3.698 3.003
C -3.864 -3.609 2.489
O -3.933 -3.009 1.197
C -5.287 -2.974 0.757
H -7.128 -3.576 1.787
H -6.034 -4.903 1.375
H -5.577 -2.762 3.492
H -5.442 -4.511 3.715
H -3.417 -4.604 2.382
H -3.219 -3.008 3.131
H -5.635 -1.935 0.804
H -5.340 -3.310 -0.280
C 4.863 3.560 5.482
C 4.005 4.749 5.065
C 3.465 4.285 3.723
O 3.359 2.859 3.794
C 4.043 2.389 4.956
H 5.045 3.503 6.555
H 5.829 3.601 4.972
H 3.183 4.883 5.772
H 4.555 5.688 4.999
H 4.154 4.535 2.908
H 2.490 4.711 3.496
H 3.293 2.070 5.689
H 4.658 1.527 4.692
C -0.503 7.849 5.113
C 0.656 8.684 5.640
C 1.811 7.698 5.558
O 1.532 6.830 4.456
C 0.177 7.023 4.032
H -1.335 8.440 4.733
H -0.881 7.196 5.903
H 0.837 9.532 4.975
H 0.499 9.070 6.647
H 1.878 7.088 6.465
H 2.773 8.187 5.398
H 0.192 7.556 3.076
H -0.297 6.053 3.880
```

Computed LUMO energy (eV) in order:
-3.8 -2.5 2.0
Computed DFT total energy (eV) in order:
-94748.6222 -795120.7532 -69431.0387